Below is a 6-piece molecular cluster, C37H36BClFN3O22P overall at a distorted geometry, with properties calculated with ωB97M-V/def2-TZVPD.

XYZ file:
```
102
Properties=species:S:1:pos:R:3:forces:R:3
O 5.278829 -1.593668 0.234120 1.5 0.1 0.2
O -1.778017 6.711492 -3.590422 0.2 -1.1 0.0
C -2.171642 4.147620 -6.213659 -0.2 0.8 -0.3
O 10.343259 0.378885 -0.866416 -1.2 -0.8 -0.1
C 1.008181 2.658773 2.841157 0.5 -0.5 -1.7
H 4.731135 2.426598 0.185997 -0.9 -0.6 -0.7
C -4.074767 -7.101452 4.011262 -0.6 -0.7 0.9
H -1.539089 -0.063695 1.020802 0.1 0.6 0.4
H -1.451636 6.511016 -2.694077 0.0 0.1 0.0
C 3.933673 2.171221 -0.570842 -0.1 -0.2 -0.6
C 7.215459 -1.675016 -1.087540 0.3 0.0 -0.2
C -1.057920 -2.743725 -0.136766 -0.5 -0.5 -0.4
H -1.106192 1.518960 -1.325572 0.0 0.7 1.1
H -3.849602 -6.298864 5.959809 0.0 0.0 0.0
O -4.781185 -8.190825 4.393300 0.6 0.7 -0.8
C -1.738908 2.942918 -5.447013 0.2 -1.4 -0.1
O -0.915777 0.454845 1.582752 1.5 1.3 -1.1
C 2.732799 0.981681 2.466904 -4.5 4.4 -1.0
H 2.480377 1.923394 4.213151 -0.7 -0.4 0.0
H -0.828222 -6.864568 -1.332194 -0.1 -0.1 -0.1
O -4.175332 -7.801012 1.776719 -0.1 0.0 0.3
Cl 3.894245 4.228638 2.536913 -0.9 -0.5 -0.5
C 7.052156 -0.019016 0.734126 0.8 0.4 0.0
H -8.581904 3.313679 -1.525155 0.0 0.1 0.0
C -5.098835 1.439825 0.153980 -0.2 0.8 -0.1
H 8.779452 1.276031 1.042973 0.0 0.0 0.0
H 10.638270 -0.162239 -1.624022 0.1 0.1 0.0
C 6.513329 -1.142173 -0.085910 -0.8 -0.7 -0.1
C 9.101213 -0.060973 -0.571516 1.2 0.8 0.1
N 3.742260 0.157205 2.759586 -0.2 -0.6 0.3
C -1.321175 4.325930 -3.490859 0.1 -0.7 0.0
N 2.268555 1.518210 1.255912 2.7 -3.0 1.0
H -5.325909 3.591797 -0.127857 0.0 0.0 0.0
C -3.048102 -5.762911 2.119370 -0.1 -0.2 -0.1
H 1.003377 3.240260 0.622888 0.9 -1.0 0.7
H 3.510499 -0.764565 3.154853 0.1 1.0 0.1
C 2.871731 1.100999 -0.018893 -0.1 1.1 -2.7
O -3.983680 1.487831 0.652959 -0.4 -0.5 0.1
C -1.779525 5.526119 -4.248200 -0.2 1.2 0.0
C 1.025381 2.305339 1.257370 -1.2 -0.1 2.2
C -1.237284 2.135472 -0.380512 0.0 0.5 0.5
C -7.718823 1.227158 -0.967313 -0.2 -0.8 0.0
C 3.237679 3.534666 -1.048268 0.4 0.1 0.3
O -5.063808 -0.987538 0.321039 -0.1 1.1 -0.1
H 4.732618 0.339849 2.552000 -0.4 0.1 -0.6
N 1.847576 1.589741 3.468681 2.4 -0.8 -1.6
H 0.085730 -1.128900 1.084822 0.2 0.2 0.4
O -7.729342 3.645569 -1.183660 0.2 -1.3 0.2
C 0.844452 -4.107726 0.640793 0.0 -0.2 -0.1
H 0.390824 5.082697 1.535563 0.4 0.5 -0.1
B -0.384543 1.562504 0.866320 -1.7 -1.6 -0.9
H -0.907947 3.193106 -0.594114 -0.4 -1.2 -0.1
C 8.551971 -1.167092 -1.410606 -0.4 -0.6 -0.4
O -2.509313 4.028336 -7.375059 0.1 -0.4 0.2
C -2.174413 5.438569 -5.520186 0.0 -0.2 -0.3
C -2.890469 -5.026530 4.467657 -0.3 -0.3 0.7
H -7.474399 -0.929213 -0.720917 0.0 0.0 0.0
H 4.992920 -1.043697 0.981573 -0.2 -0.1 -0.2
C -5.822782 2.640751 -0.263835 0.5 -0.3 0.2
H -2.515827 -3.738115 -1.419173 0.0 0.0 0.0
H -2.506782 6.301652 -6.080806 0.0 0.0 0.0
H -4.215112 -0.657238 0.667459 0.0 -0.2 0.0
C -6.983775 0.022995 -0.570941 -0.2 0.2 -0.1
O -1.765822 1.756143 -6.094635 -0.1 1.2 0.1
C 0.290507 -5.262306 -0.070161 0.7 0.0 0.5
H -4.965881 -8.682748 3.570892 0.0 -0.1 0.1
H -2.862928 -5.655991 1.059087 -0.1 0.0 0.0
H 4.431235 1.729125 -1.498236 -0.7 0.2 1.4
O -2.473515 -4.189785 5.248384 0.1 0.2 -0.4
C -3.651256 -6.200235 4.901298 0.2 0.4 0.1
H 3.485309 4.329076 -0.273264 -0.8 -0.9 -1.0
H 6.834291 -2.488085 -1.690317 0.0 0.0 0.0
O -1.942245 -3.752978 2.627346 -0.4 -0.5 0.7
H -1.754406 -3.267413 3.453543 0.0 0.0 0.0
C -2.628618 -4.861891 3.009196 0.4 0.5 -0.9
H -2.086837 1.958299 -6.994566 0.0 -0.1 0.0
O -8.840735 1.184227 -1.432985 0.2 0.4 0.0
C -3.789257 -6.950625 2.555537 0.1 0.1 -0.6
C 8.393795 0.473096 0.429251 -0.7 0.1 0.5
O 0.721908 -1.849897 1.263784 -0.8 -0.5 -0.7
O 9.217632 -1.613903 -2.323300 0.1 0.3 0.3
P 1.853579 4.372146 3.070658 -0.5 2.1 1.5
C -0.971509 -5.069282 -0.840068 -0.8 -0.7 -0.9
O 0.822069 -6.355606 -0.055055 -0.3 0.1 -0.2
C -7.046998 2.547037 -0.789940 -0.2 1.4 -0.2
C -1.340688 3.032149 -4.175347 0.1 0.3 0.5
H 2.120663 3.425120 -1.221192 1.3 0.2 0.3
F 3.387557 -0.212690 -0.032782 -1.1 2.1 0.6
H -0.008918 2.591903 3.324701 1.0 0.6 -0.6
H -1.022823 2.166954 -3.610153 0.0 0.0 -0.1
C -5.759309 0.117053 -0.048618 0.1 -1.1 0.1
O -0.950054 4.449797 -2.333690 0.0 0.5 -0.3
H 3.681562 3.895254 -2.027835 -0.5 -0.6 1.2
H 1.769543 -4.256199 1.181124 0.0 0.0 0.0
C 0.220344 -2.928855 0.611717 0.9 0.3 0.6
H 2.032771 1.114407 -0.796682 0.9 -0.2 1.1
H -2.352149 2.154306 -0.143053 1.6 -0.1 -0.3
O -1.614499 -1.653698 -0.126729 0.1 0.1 0.2
O -1.456477 -6.138296 -1.510212 0.8 0.7 0.8
O 6.366496 0.454382 1.634076 -0.2 -0.1 0.0
O 1.188158 5.478640 1.944178 0.2 -2.6 0.7
C -1.598404 -3.890210 -0.866456 -0.1 0.7 0.2
```
Forces are in eV/Å.

Summary:
* total charge: +1
* HOMO-LUMO gap: 0.2760 Ha
* spin multiplicity: 1
* strongest force on any atom: 0.12417 Eh/bohr
* HOMO level: -11.4 eV
* E_tot: -113665.3634 eV

Below is C37H36BiN4O2Te as an isolated structure at a distorted geometry, with properties calculated with ωB97M-V/def2-TZVPD.

XYZ file:
```
81
Properties=species:S:1:pos:R:3:forces:R:3
H -3.847194 0.954975 -0.591648 -0.1 0.0 0.2
C -2.292581 1.713846 -3.372037 0.5 -0.1 0.0
C 3.216804 -2.814123 -5.287239 0.1 -0.1 -0.1
H -1.787791 5.171242 -0.265519 0.0 0.1 -0.1
C -6.015506 -4.987431 1.129079 0.0 0.0 -0.1
H -4.518872 -1.641704 -1.342704 0.0 0.1 0.0
O -0.076811 -2.631007 0.136514 0.1 0.5 -0.1
H 3.582132 0.934783 0.763465 -0.2 0.0 0.1
H 0.120621 3.871670 -0.482432 0.1 -0.1 0.2
C -3.445636 1.819138 -2.600618 -0.2 0.1 0.0
H 2.616034 -0.522909 -1.731954 0.1 0.2 -0.1
N 0.433005 2.072093 0.515083 -0.2 0.0 -0.1
H -7.994820 -5.395329 1.776758 -0.1 -0.1 0.0
H -2.105563 2.137891 -4.343313 0.0 0.1 -0.1
C -2.586739 -4.374903 2.593754 0.0 0.0 0.0
C -3.529259 2.586422 1.980595 -0.1 0.0 0.1
C 1.002847 -3.289805 0.340931 0.1 -0.3 0.0
C 2.675476 -1.360757 0.622272 0.5 0.4 0.2
C -1.393307 0.932288 -2.640087 -0.7 0.5 -0.4
H 2.317306 2.879845 0.073303 0.0 -0.1 0.0
H -4.048787 5.624490 0.591649 0.0 0.0 0.0
H -2.634435 -3.809795 3.523859 0.1 0.0 0.1
H 3.901186 -2.826730 -6.126206 0.0 0.0 0.0
C 2.169260 -1.635393 -3.472375 0.0 0.0 -0.1
C -1.603077 3.262686 0.669936 -0.6 0.0 0.2
C 1.780291 1.916743 0.075417 0.7 0.2 -0.1
C -3.845445 -4.164375 1.809829 0.3 0.1 0.1
H -1.736313 -4.009648 2.023912 0.2 0.0 0.0
H 4.104221 -5.640378 0.906998 0.1 0.0 -0.1
C -4.834339 -5.140388 1.833421 -0.2 -0.1 0.0
H -7.535665 -6.294648 0.336004 -0.1 -0.1 -0.1
C 2.504269 -3.953022 -4.952073 0.0 -0.1 -0.1
H -4.006014 1.832436 2.590275 0.0 0.0 0.1
C 2.315150 -2.752540 0.542987 -0.1 -0.5 -0.2
N 1.940669 -0.377427 0.944381 -0.4 -0.4 -0.1
H 0.713677 -2.723648 -2.353625 -0.1 -0.1 0.1
H 3.627697 -0.772398 -4.775285 0.0 0.1 -0.1
C 2.501281 0.935370 1.010045 0.5 0.6 -0.1
H 2.372077 1.295340 2.036455 0.1 0.1 -0.1
C -2.229542 2.291950 1.505334 -0.1 0.2 0.1
H -0.068999 -5.124663 0.132174 -0.1 0.0 0.0
C -2.288581 4.441569 0.358756 0.1 0.0 0.0
C -5.357923 -1.721364 -0.650983 0.0 0.0 0.0
Te -2.916922 -1.164387 1.579469 -2.2 -1.2 1.0
H -6.278046 -1.814607 -1.227663 0.0 0.0 0.0
C -3.547877 4.699146 0.842527 0.0 0.4 -0.2
H 1.067755 -4.818642 -3.622208 -0.1 -0.1 0.0
C -3.203302 1.099714 -1.438553 -0.4 0.1 0.0
C 1.982546 -5.538730 0.526039 0.0 0.0 0.0
C 1.612477 -3.925987 -3.891761 0.0 -0.1 0.0
H 2.437096 0.461516 -3.213679 0.0 -0.1 0.2
C 1.427433 -2.766654 -3.162665 0.0 0.0 0.0
C -4.037843 -2.987297 1.087546 0.4 0.3 -0.1
H -4.345188 2.352047 -2.851144 -0.1 0.0 0.0
H -2.440050 -5.428722 2.824778 0.0 -0.1 0.1
C 3.252919 -4.999726 0.726539 0.3 -0.1 0.0
H -5.161294 3.957623 2.043795 -0.1 -0.1 0.0
O -1.676874 1.180194 1.854817 0.3 -0.2 -0.2
Bi -0.703855 -0.285740 0.239526 0.9 -0.2 -0.1
H 0.330484 1.050793 -3.898328 0.0 -0.1 0.1
H -4.691833 -6.026512 2.439483 0.0 -0.1 0.1
H 3.756460 -1.186678 0.430025 -0.2 0.1 0.1
C -0.272466 3.077886 0.181207 0.4 0.1 -0.1
C 3.397171 -3.635609 0.691239 0.1 0.0 0.1
C -5.162543 -2.896163 0.261657 -0.1 0.3 -0.2
H -5.397808 -0.802150 -0.066664 0.0 0.1 -0.1
C 0.912417 -4.712778 0.319663 -0.1 -0.1 0.0
C -0.062838 0.595756 -2.974004 0.5 0.0 -0.3
H 4.387085 -3.210052 0.826114 0.0 0.0 0.0
C -4.168030 3.756056 1.662532 0.0 0.0 0.0
C -7.174476 -5.927450 1.294764 0.1 0.1 0.0
H 2.638081 -4.861501 -5.523144 0.0 -0.1 0.0
H 1.792276 1.518347 -0.944189 0.1 0.1 0.1
H 1.849630 -6.613615 0.525436 -0.1 0.0 0.0
C 3.057988 -1.662160 -4.537757 0.0 0.1 0.1
C 2.023652 -0.390029 -2.644408 0.4 0.0 -0.1
C -6.130159 -3.887468 0.292642 -0.1 -0.1 0.1
N -1.981579 0.552680 -1.464514 0.2 -0.1 -0.1
H -7.019184 -3.785115 -0.317811 -0.1 0.1 -0.1
H -6.909879 -6.775929 1.918946 0.0 -0.1 0.1
N 0.666097 -0.156392 -2.244978 -0.4 0.0 0.3
```
Forces are in eV/Å.

Summary:
* total charge: -1
* HOMO-LUMO gap: 0.2525 Ha
* spin multiplicity: 1
* strongest force on any atom: 0.05280 Eh/bohr
* HOMO level: -4.3 eV
* E_tot: -62143.3649 eV